Arrangement A

This record from OMol25 describes the molecule C2H3N3O2S. The level of theory is ωB97M-V with the def2-TZVPD basis set.

Computed properties:
HOMO level in eV: -9.5
LUMO level in eV: -1.5

Each line ends with the Löwdin charge.
Cartesian coordinates (Å):
C  3.597  -0.818  -1.375  -0.358
C  0.393  -0.873  0.597  -0.677
N  3.867  -0.996  -2.472  0.144
N  0.282  -0.192  1.735  0.101
N  -0.621  -1.413  0.090  0.120
O  1.599  -0.851  -0.083  -0.275
O  4.178  -0.742  1.205  -0.422
S  3.318  -0.083  0.249  1.055
H  -0.695  -0.022  2.075  0.129
H  1.074  -0.113  2.405  0.115
H  -1.433  -1.153  0.701  0.066



Arrangement B

This record from OMol25 describes the molecule C2H3N3O2S. The level of theory is ωB97M-V with the def2-TZVPD basis set.

Computed properties:
HOMO level in eV: -9.4
SMILES: Nc1noc(=O)n1S
LUMO level in eV: 0.2

Each line ends with the Löwdin charge.
Cartesian coordinates (Å):
N  -0.532  1.793  -0.286  0.140
C  0.308  0.717  -0.188  -0.497
N  1.603  0.806  -0.146  0.121
O  2.050  -0.533  -0.119  0.031
C  0.963  -1.387  -0.137  -0.576
O  1.035  -2.562  -0.220  0.135
N  -0.148  -0.566  -0.078  -0.319
S  -1.781  -1.088  -0.229  0.894
H  -0.136  2.530  0.267  0.100
H  -1.479  1.621  0.041  0.070
H  -1.884  -1.331  1.096  -0.100



Name the most stable of them. arrangement B.



Arrangement A

This record from OMol25 describes a structure of composition C3H6IN2. The level of theory is ωB97M-V with the def2-TZVPD basis set.

Computed properties:
HOMO level in eV: -14.2
Charge: +1
LUMO level in eV: -5.1

Each line ends with the Löwdin charge.
Cartesian coordinates (Å):
C  0.012  -0.620  -1.251  -0.648
C  -0.615  0.381  0.901  -0.234
C  0.937  0.123  0.793  -0.062
N  -1.294  -0.604  0.106  0.049
N  0.989  -0.027  -0.668  0.026
I  -0.645  -1.198  -3.071  1.119
H  -0.930  0.305  1.881  0.094
H  -0.831  1.471  0.450  0.167
H  1.603  0.922  0.994  0.124
H  1.206  -0.651  1.428  0.113
H  -2.178  -0.289  -0.261  0.081
H  1.749  0.186  -1.302  0.171



Arrangement B

This record from OMol25 describes the ion C3H6IN2 with charge +1. The level of theory is ωB97M-V with the def2-TZVPD basis set.

Computed properties:
HOMO level in eV: -14.0
SMILES: NCC=[N+]=CI
Charge: +1
LUMO level in eV: -5.1

Each line ends with the Löwdin charge.
Cartesian coordinates (Å):
N  -0.785  1.320  0.265  0.056
C  -1.153  -0.004  0.519  -0.219
C  -0.263  -1.114  -0.005  -0.043
N  0.833  -0.990  -0.519  0.045
C  1.668  -0.248  -1.054  -0.529
I  3.435  0.253  -0.044  0.990
H  -1.519  1.982  0.350  0.099
H  0.009  1.501  0.737  0.034
H  -2.133  -0.245  0.013  0.161
H  -0.965  -0.231  1.678  0.185
H  -0.712  -2.063  0.154  0.145
H  1.585  -0.160  -2.092  0.076



Name the most stable of them. arrangement B.